# 1
Computed, not measured: the ion C6H11N4O with charge +1, with ωB97M-V/def2-TZVPD.

CARTESIAN COORDINATES (ANGSTROEM)
C (-1.58497, 2.86541, 0.11765)
C (-0.77022, 0.98284, 0.51886)
C (-0.09033, 1.53413, -0.59045)
C (-0.68746, -0.31577, 1.13082)
C (0.33159, -1.50658, -0.75487)
C (0.64544, -2.35274, 1.48359)
N (-1.64396, 1.83958, 0.90278)
N (0.94567, 0.90978, -1.21989)
N (1.14572, 1.26952, -2.51896)
N (0.53455, -1.16522, 0.69368)
O (-0.63027, 2.69917, -0.83866)
H (-2.30993, 3.60188, 0.03883)
H (-0.65678, -0.04769, 2.21692)
H (-1.66603, -0.90830, 1.12519)
H (-0.69332, -1.44273, -1.04610)
H (0.92213, -2.29997, -1.16392)
H (0.35217, -3.17208, 0.87572)
H (1.70673, -2.48903, 1.84892)
H (0.01724, -2.40754, 2.39913)
H (2.01741, 0.97095, -2.90544)
H (0.67329, 1.98551, -2.94603)
H (1.44134, -0.55113, 0.63222)

Its net charge is +1. For the molecular weight, the calculation gives 155.181 g mol⁻¹. The HOMO energy (spin up / spin down) is -11.168 / -12.435 eV. For the gap between HOMO and LUMO (spin up / spin down), the calculation gives 7.022 / 8.246 eV. The energy relative to the best compared isomer or geometry (same formula, charge and spin) comes out at 4.500 eV.

# 2
Computed, not measured: a cluster of 2 separate species, C5H7N3O in total, with ωB97M-V/def2-TZVPD.

CARTESIAN COORDINATES (ANGSTROEM)
N (1.04417, -0.96378, 1.44163)
C (0.77821, -0.85881, 0.27536)
C (0.43274, -0.13818, -0.76553)
N (-0.78332, -0.11385, -1.41809)
C (-0.57462, 0.52629, -2.62160)
C (0.72410, 0.86003, -2.71947)
O (1.41267, 0.37967, -1.67918)
H (1.35519, -1.97096, 1.75608)
H (-1.51920, 0.14416, -0.81998)
H (-1.42610, 0.67732, -3.23997)
H (1.19310, 1.41840, -3.44021)
C (-0.51418, 1.64041, 2.83677)
N (-0.14274, 0.50507, 3.12768)
H (-0.28642, 2.59744, 3.20886)
H (-1.18547, 1.72899, 1.87787)
H (0.57778, 0.54279, 3.93894)

For the molecular weight, the calculation gives 125.131 g mol⁻¹. Its SMILES is N=C=C1NC=CO1.C=N. The HOMO energy is -6.634 eV. For the gap between HOMO and LUMO, the calculation gives 7.527 eV. The energy relative to the best compared isomer or geometry (same formula, charge and spin) comes out at 5.192 eV.